Computed, not measured: 2 unconnected molecules or ions with the total composition C12H19NP at a distorted geometry, with the ωB97M-V functional and the def2-TZVPD basis.

The calculation puts the HOMO-LUMO gap at 7.2 eV. The value obtained for the HOMO energy is -11.2719 eV. For the total energy, the calculation gives -23520.5897 eV. Its total charge is +1.

Each line ends with the Mulliken charge.
Positions of all 33 atoms, in Å:
C: 2.582 -0.782 -3.039  -0.3159
C: 2.475 0.446 -2.333  -0.6933
C: 1.810 -1.868 -2.642  -0.4922
C: 1.401 0.581 -1.477  -0.3077
C: 0.839 -1.746 -1.651  -0.3703
C: 0.657 -0.462 -0.963  -0.0036
C: -3.016 1.775 0.983  -0.6984
C: -2.582 2.224 -0.451  -0.7409
C: -2.137 0.526 1.207  -0.6072
C: -1.144 1.839 -0.496  -0.7873
C: 0.368 -2.087 2.427  -0.7961
C: -0.286 -0.341 0.028  0.3236
N: -1.065 0.641 0.283  0.2911
P: 1.900 -1.486 2.756  0.1163
H: 3.375 -0.838 -3.843  0.3445
H: 3.113 1.312 -2.467  0.4200
H: 1.846 -2.892 -3.166  0.3047
H: 1.392 1.613 -1.004  0.2187
H: 0.123 -2.479 -1.369  0.4969
H: -2.819 2.589 1.616  0.3622
H: -4.219 1.550 1.014  0.3129
H: -3.145 1.503 -1.089  0.2862
H: -2.752 3.336 -0.770  0.3455
H: -1.942 0.490 2.230  0.3032
H: -2.706 -0.345 0.944  0.4189
H: -0.818 1.599 -1.424  0.6787
H: -0.502 2.651 -0.099  0.2658
H: 0.460 -3.205 2.429  0.3020
H: -0.259 -1.623 3.208  0.2588
H: -0.452 -1.093 0.789  0.5327
H: 2.340 -1.118 3.991  0.0823
H: 2.138 -0.218 2.116  0.0367
H: 3.024 -2.094 2.262  0.1112